No. 1
Computed, not measured: a cluster of 2 separate species, CH3BrO2P in total at a distorted geometry, with the ωB97M-V functional and the def2-TZVPD basis.

Geometry as XYZ:
```
8
Properties=species:S:1:pos:R:3:forces:R:3
C -0.36842 0.04929 -0.65173 -1.9 1.0 2.9
O -1.42038 -0.10237 -1.70980 0.6 0.3 3.0
O -0.17674 -0.16942 2.71602 -0.6 0.6 0.6
P 0.60111 -0.92116 1.71781 -1.3 -1.4 -1.6
Br 2.41502 0.32695 1.26186 1.1 0.8 -0.4
H -0.92539 -0.28081 -2.46408 1.1 -0.6 -2.2
H -0.77321 0.86293 0.07371 0.8 -1.1 -1.4
H 0.64803 0.23457 -0.94378 0.2 0.4 -1.0
```
Positions in Å, forces in eV/Å.

Properties
Net charge ... -1
Energy above the lowest of the compared OMol25 structures with the same formula, charge and spin ... 407.7 kJ/mol
Highest occupied orbital energy (alpha / beta) ... -2.35 / -2.35 eV
Gap between HOMO and LUMO (alpha / beta) ... 6.003 / 6.002 eV
Molecular weight ... 157.911 g mol⁻¹

=====

No. 2
Computed, not measured: a cluster of 2 separate species, C7H14 in total, with the ωB97M-V functional and the def2-TZVPD basis.

Geometry as XYZ:
```
21
Properties=species:S:1:pos:R:3:forces:R:3
C -1.63126 0.11979 1.52696 0.1 0.0 0.0
C -2.46816 0.40942 0.31416 0.0 0.1 -0.1
C -2.04092 1.07156 -0.75749 -0.1 -0.1 0.1
C 1.73743 0.49511 -0.86153 -0.1 -0.2 -0.1
C 2.45333 0.63351 0.45162 0.0 0.0 0.1
C 0.95972 -0.51284 -1.26143 0.1 0.1 0.0
C 0.59935 -1.75647 -0.50159 0.0 0.0 0.1
H -0.58237 0.38480 1.35293 -0.2 0.0 0.0
H -1.98932 0.68799 2.39469 0.0 -0.1 -0.1
H -1.67811 -0.94193 1.79862 0.0 0.2 -0.1
H -3.49971 0.05582 0.34244 0.1 0.1 0.0
H -2.69161 1.26689 -1.60597 0.1 0.0 0.1
H -1.01693 1.43249 -0.82471 -0.2 -0.1 0.0
H 1.88600 1.32008 -1.55961 0.0 -0.1 0.1
H 2.18758 -0.15360 1.16312 0.0 0.1 -0.1
H 3.54030 0.59794 0.30594 -0.2 0.0 0.0
H 2.22791 1.60027 0.91779 0.0 -0.1 -0.1
H 0.51802 -0.44081 -2.25592 0.1 0.0 0.1
H -0.48913 -1.89145 -0.49529 0.2 0.0 0.0
H 0.94407 -1.73587 0.53638 0.0 0.0 -0.2
H 1.03382 -2.64269 -0.98110 -0.1 0.1 0.1
```
Positions in Å, forces in eV/Å.

Properties
Energy above the lowest of the compared OMol25 structures with the same formula, charge and spin ... 147.4 kJ/mol
Highest occupied orbital energy ... -9.11 eV
Gap between HOMO and LUMO ... 10.233 eV
Molecular weight ... 98.189 g mol⁻¹

=====

No. 3
Computed, not measured: a cluster of 4 separate species, C3H12IN6O3 in total, with the ωB97M-V functional and the def2-TZVPD basis.

Geometry as XYZ:
```
25
Properties=species:S:1:pos:R:3:forces:R:3
I -0.08597 -1.42266 0.51070 0.0 0.1 -0.1
C -2.99155 -1.35005 -2.88646 0.2 0.1 0.1
O -4.03794 -1.18260 -3.49914 -0.1 0.1 0.0
N -2.89785 -2.10953 -1.75722 0.0 -0.1 -0.3
N -1.80916 -0.78332 -3.29518 -0.5 -0.2 0.1
H -3.77707 -2.42327 -1.38981 0.0 0.0 0.1
H -2.12570 -1.96922 -1.11611 0.0 0.0 0.1
H -0.91948 -1.05188 -2.91362 0.0 0.2 0.1
H -1.90195 -0.07401 -3.99568 0.3 -0.1 -0.1
C 1.95787 1.27303 -2.46631 -0.2 0.0 -0.4
O 2.66436 1.89629 -3.25211 0.0 -0.1 0.1
N 2.44574 0.52597 -1.44800 0.1 0.2 0.0
N 0.58476 1.23010 -2.60138 0.4 -0.2 0.2
H 1.84932 -0.00516 -0.83313 -0.1 -0.2 0.1
H 3.44164 0.48167 -1.35077 0.0 0.0 0.1
H 0.01767 0.96450 -1.81203 -0.2 0.0 -0.1
H 0.20814 1.77706 -3.35086 -0.1 0.2 0.1
C 1.10818 0.99395 4.50094 -0.3 0.2 -0.8
O 1.66325 1.98682 4.06600 0.0 0.2 0.1
N 1.27890 0.59081 5.81333 0.0 0.0 0.2
N 0.22553 0.23862 3.79275 -0.3 -0.6 0.5
H 1.16401 -0.38103 6.04163 0.1 0.0 0.1
H 2.02090 1.08766 6.27312 0.1 -0.2 0.0
H -0.03006 -0.67196 4.13501 0.0 0.1 0.0
H -0.05355 0.37822 2.83434 0.6 0.3 -0.1
```
Positions in Å, forces in eV/Å.

Properties
Net charge ... -1
Energy above the lowest of the compared OMol25 structures with the same formula, charge and spin ... 25.5 kJ/mol
Highest occupied orbital energy ... -5.16 eV
Gap between HOMO and LUMO ... 7.981 eV
Molecular weight ... 307.072 g mol⁻¹

=====

No. 4
Computed, not measured: a cluster of 2 separate species, C4H12NO2Si in total at a distorted geometry, with the ωB97M-V functional and the def2-TZVPD basis.

Geometry as XYZ:
```
20
Properties=species:S:1:pos:R:3:forces:R:3
C -3.82119 0.97943 -0.38047 -0.3 0.1 -1.4
C -3.14998 0.24855 0.79188 1.2 -0.1 0.5
C 4.59947 -0.22371 0.21574 0.0 -0.6 -5.1
C 3.11300 -0.28693 0.19066 -0.7 -5.4 0.7
N 2.27732 0.48159 -0.33211 0.0 2.1 -0.9
O -1.80892 -2.02709 -0.18403 0.7 -0.3 -0.3
O -0.16527 0.17383 -0.09000 -1.2 -0.5 0.1
Si -1.54077 -0.49156 0.15891 0.0 1.1 0.1
H -4.56042 0.35803 -0.86310 -0.4 -0.2 0.0
H -3.13414 1.23125 -1.19268 0.4 -0.3 0.0
H -3.58933 -0.69789 1.21227 -0.4 1.3 -0.4
H 4.93179 0.24081 1.04049 1.3 2.2 2.8
H 5.04610 0.19662 -0.80183 -1.1 -0.1 2.3
H -4.28038 1.97069 -0.27229 0.0 -0.4 1.1
H 2.63239 -1.35849 0.54248 1.1 2.8 -0.6
H 2.63718 1.38281 -0.63933 0.0 0.0 -0.3
H -2.94674 0.97523 1.58505 0.0 -0.4 0.1
H 1.18487 0.35768 -0.47113 0.3 -0.5 1.1
H -2.53298 -2.32970 -0.72718 -0.4 -0.3 0.0
H 5.10800 -1.18115 0.21669 -0.7 -0.6 0.3
```
Positions in Å, forces in eV/Å.

Properties
Net charge ... +1
Highest occupied orbital energy ... -14.32 eV
Gap between HOMO and LUMO ... 10.955 eV
Molecular weight ... 134.231 g mol⁻¹

=====

No. 5
Computed, not measured: a cluster of 2 separate species, C11H18 in total at a distorted geometry, with the ωB97M-V functional and the def2-TZVPD basis.

Geometry as XYZ:
```
29
Properties=species:S:1:pos:R:3:forces:R:3
C 1.63168 1.17424 -1.06111 -0.5 0.5 0.2
C 1.32825 -1.19690 -0.28510 -0.7 0.2 -0.8
C 0.91632 -0.14336 -1.21873 1.6 0.3 1.1
C 0.71460 -2.44137 -0.36469 0.5 -0.3 0.6
C -0.06590 -0.43077 -2.10401 -3.1 -0.8 -1.4
C -0.34977 -2.68635 -1.21912 1.7 0.1 0.8
C -0.74744 -1.68785 -2.14672 1.0 0.6 0.8
H 2.06043 -0.87310 0.44528 0.1 -0.6 0.1
H 1.06820 -3.26347 0.24857 -0.1 0.2 0.2
H 0.97119 2.03084 -1.19577 -0.3 -0.2 -0.2
H 2.47113 1.41203 -1.72284 0.0 -0.7 -0.2
H -0.54841 0.35100 -2.67756 0.5 0.1 -0.4
H -0.73810 -3.68342 -1.13167 -0.7 -0.1 -0.5
H -1.54465 -2.03469 -2.79583 0.0 1.0 -0.4
H 1.99737 1.27282 -0.04015 0.2 -0.1 -0.1
C -0.46448 1.30767 1.53142 -0.8 -0.3 1.3
C -1.58178 0.24656 1.82880 2.2 -0.5 -0.3
C -1.03483 2.43686 0.68056 -0.5 -0.3 0.1
C 0.11207 1.84191 2.87457 0.5 -0.2 -0.7
H 0.33007 0.69799 1.08448 -0.1 0.4 -0.4
H -2.55177 0.68765 2.01042 -0.2 -0.2 0.1
H -1.91067 2.00175 0.18622 0.3 0.5 -0.7
H -1.43467 3.23239 1.31714 0.0 -0.2 0.1
H -0.34692 2.95142 0.00994 0.0 -0.2 -0.1
H -0.39342 1.38017 3.71879 0.0 0.2 0.1
H 1.17705 1.60572 2.94092 0.0 -0.1 0.2
H 0.05894 2.92545 2.91480 -0.2 0.1 0.2
H -1.16005 -0.34609 2.64231 -0.7 0.2 0.6
H -1.53973 -0.53726 1.05560 -0.8 0.6 -0.4
```
Positions in Å, forces in eV/Å.

Properties
Net charge ... +1
Energy above the lowest of the compared OMol25 structures with the same formula, charge and spin ... 110.3 kJ/mol
Highest occupied orbital energy (alpha / beta) ... -14.14 / -14.16 eV
Gap between HOMO and LUMO (alpha / beta) ... 9.622 / 5.755 eV
Molecular weight ... 150.265 g mol⁻¹
⟨S²⟩ ... 0.769
2S+1 ... 2

=====

No. 6
Computed, not measured: a structure of composition C14H35N3O11V at a distorted geometry, with the ωB97M-V functional and the def2-TZVPD basis.

Geometry as XYZ:
```
64
Properties=species:S:1:pos:R:3:forces:R:3
O -2.85280 3.45077 1.51331 -0.5 0.7 -0.2
V -2.45787 3.12134 0.05311 2.6 -0.8 0.7
O -2.45817 4.46934 -0.85058 -0.2 -2.2 1.3
O 1.09744 -3.35495 -0.94193 1.3 -0.7 0.1
C 1.13217 -3.29275 -2.25899 -1.2 -0.7 1.9
O 0.38155 -2.57085 -2.90792 -0.7 1.5 -1.2
O 1.74635 -4.11417 -2.93135 1.1 -0.6 -0.6
H 0.68010 -2.62312 -0.48166 -0.7 0.7 -0.2
O -1.19135 -0.66090 2.06515 -0.5 0.3 -0.6
C -1.46811 -0.30068 0.78588 0.1 -0.1 -4.2
O -1.09056 -0.98876 -0.18298 0.5 0.3 2.3
O -2.14221 0.80100 0.55960 -0.2 1.2 1.0
H -1.80713 -0.12089 2.56596 0.0 0.2 0.6
C 2.11528 0.73777 -1.34814 1.9 0.0 -1.9
C 3.17549 -0.36212 -0.91740 -0.8 1.0 -0.4
C 4.66717 -0.02334 -0.97115 0.1 0.8 -1.0
O 5.10233 0.41875 -2.28469 -2.2 -0.3 0.7
C 6.36050 0.91960 -2.23969 3.0 -0.9 0.3
N 2.82413 -0.70254 0.44739 0.1 -0.6 0.3
H 2.21452 1.71383 -0.87320 0.2 -0.2 0.7
H 1.06754 0.43747 -1.36050 0.1 -0.5 0.4
H 2.35564 0.96323 -2.38712 -0.2 0.1 -0.3
H 3.08035 -1.22324 -1.57886 -0.4 -0.1 0.0
H 5.30146 -0.87225 -0.71597 -0.3 -0.4 0.2
H 4.88944 0.75420 -0.24031 0.0 0.4 0.1
H 6.55907 1.78296 -1.60463 -0.6 0.7 -0.4
H 6.88376 0.92289 -3.19587 -0.9 1.0 -0.6
H 7.06239 0.20416 -1.81121 0.0 -0.7 0.8
H 3.16944 0.04880 1.02735 0.2 0.2 0.3
H 1.82893 -0.53039 0.44144 -0.4 -0.5 0.7
C -5.99850 -2.22682 0.41290 -0.2 -0.7 0.0
C -4.68708 -2.25693 -0.33378 -0.8 0.0 -0.4
C -4.05408 -3.62095 -0.43930 1.2 0.3 0.3
O -2.96794 -3.56942 -1.37023 -0.1 -1.5 0.0
C -2.11317 -4.74642 -1.33302 -0.5 0.5 0.4
N -4.99888 -1.75337 -1.68141 0.9 1.0 -0.1
H -5.96436 -2.65504 1.41468 -0.1 0.2 0.2
H -6.69872 -2.79511 -0.19934 -0.4 0.0 0.3
H -6.28982 -1.17657 0.39870 -0.4 -0.1 0.5
H -4.05962 -1.59915 0.26765 0.7 0.3 -0.9
H -4.83478 -4.35718 -0.63054 0.0 -0.4 -0.7
H -3.62390 -3.88018 0.52809 -0.1 -0.1 0.4
H -1.73467 -4.99206 -2.32524 -0.2 0.4 -0.1
H -2.60234 -5.63765 -0.93994 -0.5 0.0 -0.1
H -1.26314 -4.60545 -0.66542 0.1 0.4 0.0
H -5.75333 -2.24432 -2.13952 0.0 -0.7 0.2
H -5.37926 -0.82291 -1.58313 0.2 0.3 0.0
C 0.30501 5.14821 1.08469 0.9 0.7 0.4
C 0.83939 3.74469 1.11272 -0.7 0.6 -0.4
C 1.09437 3.22888 2.48725 0.9 -1.1 0.9
O 1.64680 1.90131 2.40678 -0.1 0.3 -0.9
C 1.68948 1.26767 3.66893 -0.8 0.9 0.5
N -0.15987 2.94843 0.41991 -1.9 -0.8 -0.7
H 0.03470 5.45113 0.07312 0.1 0.0 0.0
H 1.12118 5.77378 1.44610 -0.3 0.5 0.0
H -0.57534 5.26538 1.71663 0.1 -0.1 0.1
H 1.73793 3.63894 0.50482 0.4 0.2 0.3
H 0.22171 3.23331 3.14035 -0.5 -0.1 -0.2
H 1.83825 3.83125 3.00870 0.1 0.5 -0.1
H 0.68202 0.92989 3.91190 0.0 -0.6 0.0
H 1.87735 2.04679 4.40769 0.5 -0.1 0.4
H 2.42501 0.46644 3.74055 -0.1 0.2 -0.4
H 0.02462 3.07383 -0.56515 0.3 -0.4 -0.4
H -0.00569 1.98446 0.67891 -0.2 -0.6 -0.3
```
Positions in Å, forces in eV/Å.

Properties
Highest occupied orbital energy (alpha / beta) ... -8.75 / -8.75 eV
Gap between HOMO and LUMO (alpha / beta) ... 6.275 / 6.276 eV
Molecular weight ... 472.388 g mol⁻¹
⟨S²⟩ ... 0.758
2S+1 ... 2